1.
Formula: C48H86F2O39
Source: OMol25
Level of theory: ωB97M-V with the def2-TZVPD basis set

Summary:
**Relative energy (zero: lowest compared OMol25 entry of this formula, charge and spin)**: 0.0 kJ/mol
**HOMO**: -9.9 eV

Geometry (Å):
C1 -0.8880 0.0547 0.0568
C2 -0.3883 0.6941 -1.2389
O1 0.5399 1.6661 -0.7678
C3 0.7621 1.5296 0.5776
O2 1.5488 2.1716 1.1383
O3 -0.0844 0.6344 1.0913
H1 -0.6042 -1.0008 0.0957
H2 -1.9299 0.1488 0.3384
H3 -1.1937 1.0725 -1.8647
H4 0.1172 -0.1115 -1.7757
C4 3.2929 -3.2570 -0.3918
C5 2.5146 -3.1928 0.9395
O4 3.4113 -2.4664 1.7783
C6 4.1872 -1.7226 0.9604
O5 4.9969 -0.9683 1.3222
O6 3.9305 -1.9979 -0.3418
H5 2.4937 -3.4299 -1.1005
H6 3.9170 -4.1359 -0.2391
H7 2.3732 -4.1907 1.3518
H8 1.5330 -2.7201 0.8296
C7 -2.3773 4.2483 -0.4252
C8 -3.1371 3.1053 0.2273
O7 -4.4493 2.9926 -0.3129
C9 -4.4975 2.5769 -1.5699
O8 -3.5833 2.1039 -2.1907
O9 -5.7263 2.7639 -2.0654
C10 -6.1770 1.8407 -3.0411
H9 -2.9672 5.1186 -0.1266
H10 -2.2225 4.0980 -1.4878
H11 -1.3873 4.3659 0.0177
H12 -3.0800 3.1842 1.3102
H13 -2.6688 2.1273 0.0582
H14 -5.3747 1.2892 -3.5316
H15 -6.6280 2.4002 -3.8682
H16 -6.9718 1.2135 -2.6392
C11 -0.7866 3.1491 3.5949
C12 -1.2777 4.5572 3.3076
O10 -0.5662 5.2340 2.2946
C13 -0.0558 6.4170 2.5738
O11 -0.2215 6.9833 3.5872
O12 0.6575 6.8643 1.5591
C14 0.2475 6.7259 0.2323
H17 -1.5137 2.8294 4.3480
H18 0.1961 3.1444 4.0623
H19 -0.8227 2.5133 2.7187
H20 -1.5886 5.1805 4.1444
H21 -2.2693 4.3678 2.8541
H22 -0.7624 7.1329 0.0874
H23 0.2563 5.7154 -0.1738
H24 0.8531 7.3499 -0.4214
C15 8.4114 5.9857 2.5033
C16 7.0444 6.1522 3.1330
O13 6.0457 5.3922 2.4271
C17 6.0513 4.0607 2.4991
O14 6.6275 3.4105 3.3188
O15 5.3677 3.5869 1.4837
C18 5.2708 2.2277 1.1647
H25 8.7327 4.9521 2.4886
H26 9.1580 6.6387 2.9698
H27 8.3830 6.4746 1.5229
H28 6.6796 7.1778 2.9844
H29 7.0193 6.0677 4.2241
H30 6.0223 1.7527 0.5267
H31 4.2973 2.0894 0.7048
H32 5.3208 1.5426 2.0185
C19 -0.9945 -0.0434 -6.5556
C20 -1.5849 0.2613 -5.1932
O16 -3.0042 0.1960 -5.2615
C21 -3.5755 -0.9303 -5.0361
O17 -3.0412 -1.9407 -4.8349
O18 -4.8574 -0.7608 -5.0979
C22 -5.6934 -1.9176 -5.1255
H33 -1.2292 -1.0876 -6.7941
H34 0.0777 0.1525 -6.5962
H35 -1.4336 0.5152 -7.3831
H36 -1.3093 1.2959 -4.9557
H37 -1.1964 -0.3010 -4.3454
H38 -6.2560 -1.9372 -4.1907
H39 -5.0764 -2.7994 -5.2516
H40 -6.4331 -1.7315 -5.8985
C23 1.3403 3.9854 -2.6793
C24 2.7144 3.4329 -2.4039
O19 3.5246 4.5666 -2.0287
C25 4.7854 4.3163 -1.6811
O20 5.3833 3.3281 -1.9321
O21 5.3206 5.3243 -1.0382
C26 4.6043 6.4661 -0.5978
H41 1.1958 4.4045 -3.6790
H42 1.0684 4.7587 -1.9615
H43 0.5322 3.2473 -2.6057
H44 3.2122 2.9303 -3.2346
H45 2.6334 2.7127 -1.5838
H46 3.6784 6.1844 -0.0940
H47 4.3352 7.0929 -1.4490
H48 5.2397 6.9493 0.1338
C27 4.7488 -5.1077 -6.9014
C28 3.6382 -5.5078 -5.9274
O22 2.7310 -4.3997 -5.7117
C29 2.9630 -3.5084 -4.7930
O23 3.8999 -3.4825 -4.0816
O24 1.9631 -2.6934 -4.7322
C30 2.1538 -1.5959 -3.8685
H49 4.3813 -5.0126 -7.9271
H50 5.4625 -5.9395 -6.9394
H51 5.2456 -4.1666 -6.6823
H52 4.0598 -5.9412 -5.0220
H53 3.0118 -6.2420 -6.4366
H54 2.7218 -0.8432 -4.4308
H55 2.7149 -1.8597 -2.9779
H56 1.2723 -1.0230 -3.5912
C31 -0.4592 -5.7400 1.2543
C32 -1.7020 -5.5712 0.3944
O25 -1.8952 -4.1950 0.1861
C33 -3.0118 -3.8436 -0.4569
O26 -3.8337 -4.6136 -0.8317
O27 -3.0740 -2.5188 -0.4975
C34 -3.9341 -1.9959 -1.5244
H57 -0.4053 -6.7906 1.5407
H58 -0.5878 -5.1862 2.1875
H59 0.4382 -5.3498 0.7889
H60 -2.5165 -6.0765 0.9217
H61 -1.6188 -6.2007 -0.4995
H62 -3.8976 -2.7419 -2.3188
H63 -3.4981 -1.0849 -1.9246
H64 -4.9556 -1.8404 -1.2007
C35 -1.1408 -1.6979 3.4036
C36 -2.4539 -2.3205 3.8955
O28 -2.3854 -3.7367 3.8885
C37 -1.7865 -4.3189 4.9094
O29 -1.4781 -3.7963 5.9502
O30 -1.6083 -5.6016 4.5850
C38 -0.8877 -6.4461 5.4644
H65 -0.4476 -1.9854 4.1987
H66 -1.1824 -0.6270 3.2222
H67 -0.8774 -2.1591 2.4446
H68 -3.2570 -2.0187 3.2316
H69 -2.5833 -1.9396 4.9096
H70 -0.4880 -5.8735 6.3102
H71 -0.0780 -6.9356 4.9441
H72 -1.5901 -7.0944 5.9933
C39 1.9298 0.2300 4.2682
C40 1.6190 0.4529 5.7268
O31 0.3212 0.8729 5.9809
C41 -0.6798 0.0652 6.3370
O32 -0.6055 -1.0910 6.7235
O33 -1.8164 0.7890 6.2386
C42 -3.0379 0.1691 6.5982
H73 1.2637 -0.5754 3.9375
H74 2.9582 -0.0775 4.1488
H75 1.5837 1.0476 3.6339
H76 2.3205 1.1217 6.2210
H77 1.8198 -0.4950 6.2387
H78 -2.9998 -0.7256 7.2060
H79 -3.6941 0.0315 5.7296
H80 -3.6046 0.9552 7.1208
C43 0.2046 -6.0195 -3.7794
C44 1.0096 -6.4671 -2.5274
O34 0.8167 -5.4144 -1.6423
C45 0.2323 -4.3210 -2.2460
O35 0.2031 -3.2284 -1.8044
O36 -0.0330 -4.6624 -3.4972
F1 2.3333 -6.5541 -2.8732
H81 -0.7352 -6.5781 -3.8491
H82 0.7138 -6.1401 -4.7304
H83 0.6377 -7.4097 -2.1394
C46 -6.8932 0.3432 0.7921
C47 -6.7366 1.1075 2.1169
O37 -5.3765 1.0101 2.3919
C48 -4.7855 0.0851 1.5905
O38 -3.6870 -0.3145 1.7067
O39 -5.6354 -0.2998 0.6324
F2 -7.5399 0.5409 3.0928
H84 -7.1704 0.8663 -0.1220
H85 -7.6927 -0.3986 0.8807
H86 -7.0357 2.1543 2.0519

Forces on atoms 1 to 3 (eV/Å):
C 0.4 -1.2 0.6
C -0.1 -1.0 0.6
O -0.2 0.0 -0.5

---

2.
Formula: C48H90BrN14O2P2S
Source: OMol25
Level of theory: ωB97M-V with the def2-TZVPD basis set

Summary:
**HOMO**: -10.7 eV
**Total charge**: +1

Geometry (Å):
C1 6.1481 -6.3971 4.4922
C2 5.9370 -7.0683 3.1357
S1 4.2313 -7.0774 2.4899
C3 3.3425 -5.8949 3.5492
C4 1.9641 -5.5397 2.9906
O1 0.9579 -6.3644 3.5833
N1 1.2992 -7.7457 3.5811
O2 0.5608 -8.3317 4.2492
C5 1.4801 -4.0981 3.3668
C6 2.4528 -3.0809 3.9761
C7 3.1870 -2.1177 3.0574
C8 3.8430 -1.0367 3.9233
Br1 4.6018 -2.9705 2.0098
N2 0.6918 -3.7376 2.1755
P1 -0.1015 -2.2122 2.1004
N3 -0.5468 -1.5513 3.4414
C9 1.4628 -4.2588 1.1250
N4 1.7414 -3.7537 -0.0346
P2 2.6685 -4.5660 -1.3595
C10 4.0993 -5.4493 -0.6522
C11 3.4090 -3.1314 -2.2202
N5 1.9505 -5.4907 1.5185
C12 1.3321 -6.6015 0.7603
H1 7.2130 -6.2097 4.6100
H2 5.8536 -7.0752 5.2875
H3 5.6549 -5.4378 4.5924
H4 6.6241 -6.6692 2.3952
H5 6.1977 -8.1168 3.2509
H6 3.9612 -5.0116 3.5971
H7 3.2489 -6.2697 4.5649
H8 0.7549 -4.2657 4.1602
H9 3.1826 -3.5739 4.6122
H10 1.8729 -2.4483 4.6458
H11 2.5407 -1.6120 2.3483
H12 3.0784 -0.3774 4.3240
H13 4.5516 -0.4887 3.3113
H14 4.3897 -1.5535 4.7067
H15 0.7335 -1.3936 1.3074
H16 -1.2144 -2.4700 1.2826
H17 -0.2815 -2.1006 4.2509
H18 1.3883 -2.8187 -0.2550
H19 4.0710 -6.4819 -0.9869
H20 5.0011 -4.9926 -1.0535
H21 4.1442 -5.4572 0.4312
H22 4.2821 -2.7769 -1.6781
H23 2.6587 -2.3592 -2.2956
H24 3.6998 -3.5016 -3.1966
H25 2.0886 -7.2894 0.3953
H26 0.5736 -7.1163 1.3372
H27 0.8392 -6.1964 -0.1208
C13 1.2378 1.3222 -4.3050
C14 0.0048 0.4658 -4.5761
C15 -0.8033 0.1706 -3.3067
C16 -0.0074 -0.5516 -2.3205
N6 0.6157 -1.0793 -1.5143
H28 1.9430 0.8192 -3.6397
H29 1.7647 1.5373 -5.2340
H30 0.9601 2.2736 -3.8473
H31 0.3115 -0.4747 -5.0405
H32 -0.6458 0.9737 -5.2816
H33 -1.6814 -0.4321 -3.5334
H34 -1.1462 1.0845 -2.8267
C17 4.8783 -8.7565 -4.2326
C18 3.8464 -7.7857 -4.7954
C19 4.4782 -6.5209 -5.3896
C20 5.2281 -5.7818 -4.3730
N7 5.8077 -5.2002 -3.5705
H35 5.4386 -8.3107 -3.4091
H36 4.3905 -9.6524 -3.8501
H37 5.5899 -9.0632 -5.0006
H38 3.1438 -7.5034 -4.0079
H39 3.2679 -8.2820 -5.5754
H40 3.7088 -5.8619 -5.7928
H41 5.1602 -6.7758 -6.2017
C21 -5.2934 2.3781 -1.8233
C22 -3.9756 3.1270 -1.6716
C23 -3.4439 3.6906 -2.9941
C24 -3.2014 2.6018 -3.9400
N8 -2.9520 1.7178 -4.6296
H42 -5.1814 1.5067 -2.4745
H43 -5.6380 2.0165 -0.8536
H44 -6.0651 3.0184 -2.2357
H45 -3.2261 2.4475 -1.2508
H46 -4.1071 3.9485 -0.9691
H47 -2.5027 4.2181 -2.8323
H48 -4.1522 4.3928 -3.4320
C25 6.1062 1.3312 6.1577
C26 6.0090 1.0238 7.6461
C27 6.7001 -0.2978 8.0138
C28 6.0805 -1.4241 7.3154
N9 5.5835 -2.3056 6.7741
H49 5.6010 0.5691 5.5620
H50 5.6347 2.2854 5.9377
H51 7.1487 1.3814 5.8353
H52 4.9667 0.9805 7.9438
H53 6.4725 1.8320 8.2139
H54 6.6304 -0.4837 9.0859
H55 7.7578 -0.2691 7.7478
C29 -6.0223 8.1715 -4.5706
C30 -7.2945 7.3397 -4.6676
C31 -7.8069 6.8477 -3.3074
C32 -6.8011 6.0089 -2.6560
N10 -6.0114 5.3463 -2.1481
H56 -5.1929 7.5910 -4.1562
H57 -5.7258 8.4984 -5.5597
H58 -6.1692 9.0484 -3.9377
H59 -7.1141 6.4793 -5.3177
H60 -8.0773 7.9335 -5.1392
H61 -8.7230 6.2739 -3.4427
H62 -8.0262 7.6888 -2.6481
C33 -5.1759 5.0007 -9.2489
C34 -3.9578 5.8996 -9.0711
C35 -4.0176 6.7345 -7.7870
C36 -5.1843 7.6176 -7.7861
N11 -6.1028 8.3076 -7.8018
H63 -6.0922 5.5857 -9.3374
H64 -5.0804 4.4029 -10.1546
H65 -5.2861 4.3172 -8.4042
H66 -3.8674 6.5644 -9.9313
H67 -3.0551 5.2873 -9.0439
H68 -3.1240 7.3508 -7.6865
H69 -4.0769 6.0839 -6.9119
C37 -9.6347 1.5322 -5.4639
C38 -8.3953 2.3947 -5.2560
C39 -8.4466 3.2140 -3.9609
C40 -9.5874 4.1306 -3.9608
N12 -10.5008 4.8254 -3.9821
H70 -10.5337 2.1426 -5.5563
H71 -9.5425 0.9450 -6.3771
H72 -9.7759 0.8407 -4.6313
H73 -8.2756 3.0688 -6.1066
H74 -7.5092 1.7580 -5.2253
H75 -7.5359 3.7999 -3.8477
H76 -8.5331 2.5567 -3.0945
C41 3.6645 5.6810 10.2127
C42 2.5470 4.6614 10.3987
C43 2.9780 3.2331 10.0438
C44 3.3912 3.1379 8.6429
N13 3.7147 3.0634 7.5441
H77 3.9837 5.7367 9.1711
H78 3.3266 6.6744 10.5047
H79 4.5333 5.4282 10.8230
H80 1.6906 4.9441 9.7846
H81 2.2131 4.6732 11.4371
H82 2.1576 2.5336 10.2049
H83 3.8145 2.9198 10.6709
C45 -1.1962 3.2731 2.6291
C46 -2.1154 2.1040 2.9634
C47 -1.6967 0.7995 2.2741
C48 -1.7261 0.9426 0.8171
N14 -1.7654 1.0569 -0.3249
H84 -1.2157 3.5034 1.5627
H85 -1.5100 4.1695 3.1625
H86 -0.1647 3.0561 2.9127
H87 -3.1388 2.3533 2.6774
H88 -2.1166 1.9386 4.0413
H89 -2.3683 -0.0136 2.5499
H90 -0.6869 0.5127 2.5726

Forces on atoms 1 to 3 (eV/Å):
C 0.3 -0.3 -0.3
C 0.2 0.0 0.4
S -0.1 -0.3 0.1

---

no.,DFT total energy (hartree)
1,-5014.7139
2,-6454.5698